(1)
{
  "formula": "C3H6N2O3",
  "method": "ωB97M-V/def2-TZVPD",
  "spin_multiplicity": 1,
  "e_above_lowest_kcal_mol": 174.0,
  "e_lumo_ev": 0.0,
  "homo_energy_ev": -10.29,
  "energy_ev": -12324.683,
  "max_force_ha_per_bohr": 0.12641,
  "elements": ["O", "O", "O", "N", "N", "C", "C", "C", "H", "H", "H", "H", "H", "H"],
  "positions_angstrom": [[0.08, -1.41, 0.12], [3.10, 0.00, 0.43], [1.41, 1.38, 0.46], [-1.67, 0.09, 0.86], [-1.76, 0.78, -0.57], [1.93, 0.12, 0.07], [0.97, -0.75, -0.84], [-0.77, -0.75, 1.10], [1.53, -1.45, -1.46], [0.42, 1.30, 0.13], [-2.52, 1.61, -0.30], [0.41, -0.01, -1.45], [-0.41, -0.88, 2.57], [-2.71, -0.04, -1.12]],
  "nbo_charge": [-0.573, -0.541, -0.682, -0.381, -0.717, 0.740, -0.158, 0.395, 0.235, 0.481, 0.388, 0.212, 0.232, 0.369]
}

=====

(2)
{
  "formula": "C3H6N2O3",
  "method": "ωB97M-V/def2-TZVPD",
  "spin_multiplicity": 1,
  "e_above_lowest_kcal_mol": 173.8,
  "e_lumo_ev": 0.7,
  "homo_energy_ev": -9.78,
  "energy_ev": -12324.690,
  "max_force_ha_per_bohr": 0.10514,
  "smiles": "C=NOCONC=O",
  "elements": ["O", "O", "O", "N", "N", "C", "C", "C", "H", "H", "H", "H", "H", "H"],
  "positions_angstrom": [[3.46, 1.07, -0.22], [0.87, -1.11, -0.42], [-1.61, -0.72, -0.36], [1.41, 0.12, 0.10], [-1.32, 0.67, -0.08], [-2.41, 1.37, -0.09], [2.88, 0.00, 0.07], [-0.50, -1.31, 0.12], [-3.66, 1.34, -0.12], [-0.77, -2.44, 0.07], [-0.63, -1.14, 1.26], [-2.16, 2.43, 0.26], [3.29, -1.10, 0.13], [1.15, 0.81, -0.73]],
  "nbo_charge": [-0.551, -0.421, -0.405, -0.364, -0.152, -0.112, 0.512, 0.194, 0.221, 0.186, 0.158, 0.190, 0.156, 0.387]
}